[1]
{
  "formula": "C11H12F9IN2S",
  "method": "wB97M-V/def2-TZVPD",
  "orbital_gap_ev": 6.317,
  "total_energy_ha": -2130.37730,
  "largest_force_ev_per_a": 2.9,
  "mol_weight_g_mol": 502.184,
  "homo_ha": -0.245,
  "symbols": ["C", "C", "C", "N", "C", "C", "C", "C", "C", "C", "C", "F", "F", "C", "F", "F", "S", "F", "F", "F", "F", "F", "N", "H", "H", "H", "H", "H", "H", "H", "H", "H", "H", "H", "H", "I"],
  "positions_angstrom": [[-4.60517, 3.48942, 0.31564], [-4.51844, 2.26919, 0.20630], [-3.93688, 1.01969, 0.10347], [-4.18327, -0.07247, 0.79866], [-3.34878, -1.13240, 0.38745], [-2.60576, -0.58463, -0.58547], [-1.49170, -1.23793, -1.37680], [-0.11392, -0.68248, -0.84215], [0.90741, -1.82503, -0.52099], [1.64585, -1.51494, 0.82019], [3.18075, -1.53065, 0.73734], [3.59908, -2.18933, 1.87412], [3.65062, -2.30543, -0.26050], [3.90461, -0.15528, 0.83219], [3.57847, 0.37253, 2.02440], [5.21590, -0.37758, 0.90012], [3.51855, 1.13602, -0.47111], [3.00403, 0.05766, -1.51733], [5.00306, 0.99648, -1.05852], [4.09572, 2.27210, 0.50338], [2.06854, 1.41259, 0.11403], [3.25333, 2.25577, -1.56452], [-2.95308, 0.74327, -0.78449], [-4.87985, 4.50359, 0.12963], [-4.88220, -0.15825, 1.52107], [-3.28992, -2.14218, 0.76222], [-1.55958, -2.32471, -1.25632], [-1.61262, -1.01026, -2.44410], [0.28892, 0.02441, -1.58057], [-0.34760, -0.08437, 0.04826], [0.35708, -2.76781, -0.43456], [1.57914, -1.89706, -1.38057], [1.26891, -0.61225, 1.31300], [1.36976, -2.32950, 1.50344], [-2.52953, 1.38376, -1.43630], [-4.63142, 4.99806, 2.61938]],
  "atomic_forces_ev_per_a": [[-0.64, -0.31, -0.24], [0.46, 0.68, -0.01], [-0.25, 1.84, -0.39], [-0.30, -1.90, 0.87], [-0.12, 1.25, -0.46], [1.52, -1.15, -1.58], [0.15, 0.87, 0.45], [-0.56, -0.60, -0.40], [-0.50, 1.48, 0.07], [-0.24, -0.80, -0.64], [-0.81, -0.95, 1.13], [0.24, 0.45, 0.02], [-0.01, 0.62, -0.42], [0.24, -0.68, 1.10], [-0.57, 0.10, -0.25], [0.03, 0.05, -0.58], [1.99, 2.04, -0.49], [-0.30, -0.05, 0.45], [-0.59, -0.31, -0.19], [-0.34, -0.36, -0.16], [0.02, -0.70, -0.22], [-0.21, -0.27, 0.25], [-0.16, -1.43, 0.94], [-0.04, -0.27, -0.36], [0.04, 0.38, -0.07], [-0.41, 0.28, 0.20], [0.00, 0.25, 0.00], [-0.02, -0.15, 0.21], [0.06, -0.23, 0.22], [0.25, -0.25, -0.08], [0.26, 0.15, 0.05], [0.04, -0.25, 0.36], [0.33, -0.05, -0.32], [0.44, 0.21, -0.06], [-0.21, 0.10, 0.13], [0.23, -0.03, 0.49]],
  "mulliken_charge": [-0.480, -0.671, 0.562, -0.043, -0.715, 0.318, -0.826, -0.693, -0.531, -1.361, 0.834, -0.347, -0.299, 0.521, -0.259, -0.269, 1.353, -0.301, -0.303, -0.314, -0.284, -0.281, 0.025, 0.555, 0.209, 0.430, 0.429, 0.341, 0.309, 0.542, 0.585, 0.402, 0.533, 0.389, 0.255, -0.617]
}

=====

[2]
{
  "formula": "C11H12FI",
  "method": "wB97M-V/def2-TZVPD",
  "orbital_gap_ev": [5.913, 6.737],
  "total_energy_ha": -823.62662,
  "relative_energy_kcal_mol": 146.45,
  "largest_force_ev_per_a": 5.4,
  "mol_weight_g_mol": 290.119,
  "homo_ha": [-0.268, -0.286],
  "symbols": ["C", "C", "C", "C", "C", "C", "C", "C", "C", "C", "C", "F", "I", "H", "H", "H", "H", "H", "H", "H", "H", "H", "H", "H", "H"],
  "positions_angstrom": [[-3.11478, 2.84402, 0.94881], [-3.45631, 1.52019, 1.31062], [-1.76663, 3.12360, 0.77901], [-2.44647, 0.54595, 1.19443], [-0.74161, 2.16821, 0.71387], [-1.12952, 0.85991, 0.93033], [-0.16213, -0.12246, 0.91572], [1.98095, 0.25825, -0.12922], [1.86851, -3.08182, -1.92104], [2.41304, -1.12631, -0.45490], [1.83635, -1.66828, -1.78412], [-0.46804, -1.41455, 0.80130], [3.02822, 1.12837, 1.46715], [-3.85932, 3.62700, 1.02815], [-4.57238, 1.36555, 1.55609], [-1.46291, 4.17290, 0.70361], [-2.51372, -0.54061, 1.56065], [0.28485, 2.37125, 0.95817], [2.79259, -3.59521, -1.60350], [1.67648, -3.35545, -2.97744], [1.22641, -3.79177, -1.33227], [1.91560, -1.73694, 0.20437], [3.50748, -1.04930, -0.38895], [2.32224, -1.15134, -2.71013], [0.84112, -1.35114, -1.77070]],
  "atomic_forces_ev_per_a": [[0.36, -1.49, 1.02], [-1.12, 0.15, -0.83], [1.35, 1.24, -0.78], [-1.81, -1.88, 1.79], [-1.32, 0.88, 1.76], [-1.54, 0.23, -0.87], [4.63, -1.25, -0.62], [-2.35, 0.04, 0.49], [0.50, -5.30, -0.58], [0.86, 1.85, -1.94], [1.92, 3.89, -0.66], [-0.78, 0.80, -0.04], [0.24, 0.01, 0.04], [0.15, 0.02, -0.20], [2.16, -0.36, -0.25], [-0.16, -0.31, -0.04], [-0.84, 1.71, -0.85], [0.45, 0.52, -1.01], [0.47, 0.70, -0.63], [0.20, -0.10, 0.51], [-0.50, 1.45, -0.18], [-0.27, -1.71, 2.45], [-0.13, -1.04, 0.03], [-0.70, -0.83, 1.64], [-1.76, 0.76, -0.26]],
  "mulliken_charge": [-0.466, -0.452, -0.390, -0.308, -0.094, 0.903, -0.214, -0.264, -1.232, -0.728, -0.144, -0.186, -0.008, 0.362, 0.280, 0.324, 0.244, 0.103, 0.326, 0.323, 0.308, 0.299, 0.481, 0.291, 0.243]
}

=====

[3]
{
  "formula": "C11H12FN",
  "method": "wB97M-V/def2-TZVPD",
  "spin_multiplicity": 3,
  "orbital_gap_ev": [7.630, 7.720],
  "total_energy_ha": -580.80624,
  "largest_force_ev_per_a": 5.6,
  "mol_weight_g_mol": 177.222,
  "homo_ha": [-0.250, -0.341],
  "symbols": ["C", "C", "C", "C", "C", "C", "C", "C", "C", "C", "C", "N", "F", "H", "H", "H", "H", "H", "H", "H", "H", "H", "H", "H", "H"],
  "positions_angstrom": [[-1.58466, -1.59139, -2.68124], [-0.62684, -2.43052, -2.22693], [-1.64150, -0.25477, -2.24813], [0.12213, -1.99346, -1.10386], [-0.74295, 0.19965, -1.25872], [0.16424, -0.71288, -0.72500], [-0.70651, 1.53827, -0.72655], [1.16666, -0.28523, 0.38866], [0.65974, 0.90534, 1.29055], [-0.47463, 0.52360, 2.32841], [1.85102, 1.61489, 2.06337], [0.18767, 2.02835, 0.61180], [-1.45521, 2.42852, -1.34197], [-2.05841, -1.86344, -3.61043], [-0.64263, -3.43134, -2.54779], [-2.34971, 0.40218, -2.70315], [0.66960, -2.68259, -0.47766], [1.35954, -1.15377, 1.03285], [2.02688, -0.00881, -0.27042], [-0.18594, -0.38076, 2.85218], [-1.39573, 0.48418, 1.68296], [-0.68844, 1.23291, 3.06929], [2.16980, 1.08782, 2.92874], [1.50814, 2.58621, 2.38559], [2.66775, 1.75701, 1.28746]],
  "atomic_forces_ev_per_a": [[0.29, 2.07, -1.51], [0.20, 0.22, 2.45], [0.17, -0.68, -0.02], [0.21, -2.07, -0.80], [-0.22, 2.15, 0.43], [0.51, 0.70, 2.52], [1.62, -1.45, 1.32], [-1.39, 0.35, -1.06], [1.61, 0.32, 1.71], [-0.18, -0.87, -2.72], [0.21, -0.54, -2.01], [-3.23, 0.12, -4.62], [-0.01, 0.81, 0.62], [-0.79, -0.05, 0.12], [0.39, -1.13, -0.34], [-0.28, 0.43, -0.08], [0.39, -0.36, -0.39], [0.34, 0.27, -0.32], [-0.09, 0.09, 1.31], [-0.31, -0.47, -0.27], [0.58, -0.78, 0.96], [0.20, 1.49, 0.83], [0.58, -0.76, 0.59], [-0.13, 0.27, 0.00], [-0.67, -0.14, 1.26]],
  "mulliken_spin": [-0.113, 0.208, 0.264, -0.086, -0.014, 0.100, 0.548, 0.052, -0.048, 0.094, 0.009, 0.885, 0.050, -0.003, 0.014, 0.017, -0.006, 0.004, 0.011, 0.012, 0.003, -0.001, -0.001, 0.005, -0.004]
}

=====

[4]
{
  "formula": "C11H12GaNO6SSi",
  "method": "wB97M-V/def2-TZVPD",
  "spin_multiplicity": 2,
  "orbital_gap_ev": [6.295, 9.219],
  "total_energy_ha": -3545.28914,
  "largest_force_ev_per_a": 0.4,
  "charge": -1,
  "mol_weight_g_mol": 384.094,
  "homo_ha": [-0.144, -0.251],
  "symbols": ["Ga", "O", "C", "C", "C", "N", "C", "C", "C", "O", "O", "C", "O", "O", "H", "H", "H", "S", "C", "C", "Si", "C", "C", "O", "H", "H", "H", "H", "H", "H", "H", "H", "H"],
  "positions_angstrom": [[-0.36091, 1.83995, -0.91610], [-2.04000, -0.66108, 4.32837], [-1.75474, -0.06404, 3.14772], [-2.37437, -0.45341, 1.95914], [-2.01960, 0.20667, 0.80354], [-1.12940, 1.18065, 0.83323], [-0.51386, 1.56074, 1.94224], [-0.80140, 0.95492, 3.14479], [0.48390, 2.69992, 1.69133], [1.12475, 3.13430, 2.63570], [0.50935, 3.07672, 0.46720], [-2.54602, -0.06586, -0.60902], [-3.40456, -0.92594, -0.75312], [-1.99564, 0.67207, -1.49608], [-2.70934, -1.33795, 4.19020], [-3.10522, -1.25169, 1.91606], [-0.30042, 1.25556, 4.05393], [0.19632, 3.27726, -3.69595], [-0.60874, 3.21320, -2.35068], [3.39294, -0.85729, -1.35183], [1.50368, -0.83793, -1.42747], [0.82671, -2.05909, -0.14368], [0.91393, -1.36595, -3.14221], [0.99188, 0.65016, -1.10267], [3.79476, -1.85042, -1.57435], [3.74137, -0.56285, -0.35952], [3.80859, -0.15147, -2.07413], [1.18176, -3.07960, -0.31128], [-0.26623, -2.07371, -0.18506], [1.12068, -1.75964, 0.86610], [1.23621, -2.37107, -3.42683], [1.28200, -0.66100, -3.89168], [-0.17839, -1.33214, -3.16789]],
  "atomic_forces_ev_per_a": [[-0.19, 0.14, 0.03], [0.04, 0.04, 0.13], [0.06, 0.04, -0.29], [-0.05, -0.02, 0.06], [-0.06, 0.02, -0.07], [0.02, 0.07, -0.03], [-0.01, 0.08, -0.01], [0.00, -0.02, 0.16], [0.09, 0.06, 0.03], [-0.11, -0.04, -0.03], [0.01, -0.14, 0.02], [-0.06, -0.10, -0.10], [0.07, 0.07, 0.06], [0.11, -0.04, 0.08], [-0.03, -0.05, -0.03], [-0.01, 0.01, -0.02], [0.01, 0.04, -0.04], [-0.21, 0.14, 0.14], [0.24, -0.28, -0.06], [-0.24, -0.10, -0.05], [-0.02, -0.20, -0.07], [0.08, 0.15, -0.18], [0.09, 0.04, 0.22], [0.17, 0.07, 0.00], [0.00, 0.02, 0.00], [-0.03, 0.01, 0.01], [-0.02, 0.01, -0.01], [0.00, 0.01, -0.01], [0.00, -0.02, -0.01], [0.01, 0.02, -0.01], [0.01, 0.00, 0.03], [0.01, 0.00, 0.00], [0.00, 0.00, 0.00]],
  "mulliken_spin": [0.088, 0.000, 0.000, 0.001, 0.001, 0.000, 0.003, 0.000, 0.001, 0.000, -0.008, 0.000, 0.000, -0.006, 0.000, 0.000, 0.000, 0.337, 0.567, 0.000, -0.004, 0.000, 0.001, 0.015, 0.000, 0.000, -0.001, 0.000, 0.000, 0.000, 0.001, 0.003, -0.001]
}